(1)
Entry from the OMol25 dataset: a single C5H7N3 molecule at a distorted geometry (wB97M-V/def2-TZVPD).

Summary:
**Energy**: -358.81691 a.u.
**Largest force on an atom**: 10.3 eV Å⁻¹
**SMILES**: [H]/N=C/NC1=NCC=C1
**LUMO level**: 0.011 hartree

The geometry in XYZ format:
```
15
Properties=species:S:1:pos:R:3:nbo_charge:R:1
H 3.6865 -1.6630 -0.7658 0.3316
N 3.3174 -0.6138 -0.6322 -0.7248
C 2.0544 -0.7872 -0.5603 0.2748
N 1.4059 0.2986 -0.4533 -0.5765
C 0.0227 0.3372 -0.2331 0.3443
N -0.4873 1.4665 0.1783 -0.4450
C -1.8942 1.1878 0.7351 -0.3344
C -2.0404 -0.0613 0.2217 -0.1586
C -0.9888 -0.6854 -0.1873 -0.3157
H 1.4571 -1.6457 -0.7010 0.1630
H 2.1502 0.9694 -0.4073 0.4413
H -2.6104 2.0139 0.2641 0.2489
H -1.7657 1.6241 1.9379 0.2891
H -3.0885 -0.5410 0.7281 0.1998
H -1.2189 -1.9001 -0.1248 0.2621
```

---

(2)
Entry from the OMol25 dataset: a single C5H7N3O2 molecule at a distorted geometry (wB97M-V/def2-TZVPD).

Summary:
**Energy**: -509.25091 a.u.
**Largest force on an atom**: 9.4 eV Å⁻¹
**SMILES**: NC1=CC=NC[C@H]1[N+](=O)[O-]
**LUMO level (spin up / spin down)**: -0.009 / -0.012 hartree

The geometry in XYZ format:
```
17
Properties=species:S:1:pos:R:3:nbo_charge:R:1
N 0.3354 2.2768 0.0981 -0.7678
C 0.3343 0.8660 0.0068 0.2849
C 1.5653 0.1172 0.8900 -0.3563
C 1.5618 -1.2663 0.7487 0.0524
N 0.8356 -1.9273 -0.0257 -0.4473
C -0.1739 -1.4574 -0.8576 -0.2528
C -0.5948 0.0645 -0.7363 -0.2708
N -2.0315 0.0752 0.0395 0.5733
O -2.3038 1.1089 0.5375 -0.3625
O -2.6041 -0.9742 -0.0471 -0.3538
H 0.8560 2.7908 0.8110 0.4030
H -0.5253 2.6551 -0.0638 0.3828
H 2.3517 0.7336 1.3258 0.2182
H 2.2531 -1.7796 1.4204 0.1762
H -1.0344 -2.0464 -0.4782 0.2705
H -0.1264 -1.6133 -1.9542 0.2099
H -0.6989 0.3763 -1.7151 0.2400
```

---

(3)
Entry from the OMol25 dataset: 3 unconnected molecules or ions with the total composition C5H7N3O2S at a distorted geometry (wB97M-V/def2-TZVPD).

Summary:
**Energy**: -907.55821 a.u.
**Largest force on an atom**: 4.0 eV Å⁻¹
**LUMO level**: 0.023 hartree

The geometry in XYZ format:
```
18
Properties=species:S:1:pos:R:3:nbo_charge:R:1
C 1.9477 -3.4355 0.5531 0.8702
C -0.4092 -1.0073 2.0786 0.2119
C -0.4859 -3.9389 -1.2863 0.4629
C 0.4900 0.5810 -0.6919 -0.4203
C -1.8552 0.3467 -0.5349 -0.3973
N 0.9254 -4.0320 0.7008 -0.7926
N -0.5343 -0.6800 0.9564 -0.3724
N -0.6087 -0.2216 -0.3187 -0.2480
O 2.8499 -2.8821 0.1122 -0.5025
O -0.3371 -2.7898 -1.4300 -0.4703
S -0.7826 -5.4694 -1.0917 0.0019
H 0.5968 0.7506 -1.7591 0.2217
H 0.5600 1.4803 -0.0883 0.1812
H 1.4039 0.0761 -0.4794 0.2219
H -2.0692 0.2947 -1.6900 0.2045
H -2.5255 -0.3258 -0.1008 0.2163
H -1.9927 1.3864 -0.1468 0.1804
H 0.3431 -4.2003 1.4680 0.4307
```

---

(4)
Entry from the OMol25 dataset: a molecular structure, C5H7N3O2S at a distorted geometry (wB97M-V/def2-TZVPD).

Summary:
**Energy**: -907.54856 a.u.
**Largest force on an atom**: 7.7 eV Å⁻¹
**LUMO level**: 0.009 hartree

The geometry in XYZ format:
```
18
Properties=species:S:1:pos:R:3:nbo_charge:R:1
C -2.1977 0.7105 -2.4211 -0.6662
C -0.5607 0.2096 -2.3453 -0.0903
C 0.3953 -0.1991 -0.3087 0.8860
C 1.1216 -0.0584 2.0859 0.2378
C 1.0947 -1.4020 2.4667 -0.4733
H -2.8966 0.5847 -3.3034 0.2416
H -2.8082 0.0335 -1.6293 0.2116
H -2.0397 1.8038 -1.9672 0.2215
H -0.4456 -0.9449 -2.4637 0.2413
H 0.1752 0.7237 -3.2105 0.1892
H 0.7509 1.4171 0.9567 0.4224
H 0.6692 -2.3685 2.0051 0.3019
N 0.7977 0.4260 0.8550 -0.6006
N 1.9747 0.3394 4.0142 -0.3375
N 1.7185 0.7970 2.8913 -0.2253
O 0.0409 0.7005 -1.1949 -0.4970
O 0.6485 -1.5255 -0.5692 -0.6857
S 1.5613 -1.2475 4.1383 0.6227
```

---

(5)
Entry from the OMol25 dataset: a single C5H7N3O3 molecule at a distorted geometry (wB97M-V/def2-TZVPD).

Summary:
**Energy**: -584.48008 a.u.
**Largest force on an atom**: 3.8 eV Å⁻¹
**SMILES**: CCOn1nccc1[N+](=O)[O-]
**LUMO level**: -0.017 hartree

The geometry in XYZ format:
```
18
Properties=species:S:1:pos:R:3:nbo_charge:R:1
C 1.1011 2.3202 -1.6646 -0.6267
C -0.0182 1.3169 -1.3954 -0.0808
O 0.5740 0.4854 -0.3075 -0.3104
N -0.2663 -0.3980 0.2156 0.1690
N -1.4684 -0.5816 -0.2241 -0.2645
C -2.0456 -1.5549 0.5059 -0.0685
C -1.1365 -2.0938 1.4624 -0.2829
C 0.0277 -1.3152 1.1714 0.1447
N 1.2556 -1.2414 1.9389 0.5065
O 1.4527 -2.1986 2.7319 -0.3908
O 1.9964 -0.2806 1.7933 -0.3419
H 1.1963 2.6658 -0.6700 0.2340
H 1.9633 2.0125 -2.3408 0.2253
H 0.7075 3.1416 -2.0996 0.2117
H -0.4796 0.6056 -2.1490 0.2100
H -0.7741 1.9770 -1.1055 0.1878
H -3.0076 -1.8502 0.1599 0.2220
H -1.0784 -3.0104 1.9772 0.2555
```

---

(6)
Entry from the OMol25 dataset: a single C5H7N3OS molecule at a distorted geometry (wB97M-V/def2-TZVPD).

Summary:
**Energy**: -832.18883 a.u.
**Largest force on an atom**: 4.4 eV Å⁻¹
**LUMO level (spin up / spin down)**: -0.062 / -0.024 hartree

The geometry in XYZ format:
```
17
Properties=species:S:1:pos:R:3:nbo_charge:R:1
C -2.4477 0.7940 -0.6679 -0.1604
C -1.1653 0.4270 -0.2739 0.1164
C -1.1812 -0.8188 0.3059 -0.0313
C -0.1571 -1.7714 0.7164 -0.6169
C 2.2461 1.3827 0.1141 -0.4742
N -3.2858 -0.1816 -0.3287 -0.2274
N -2.5362 -1.1125 0.2424 -0.3020
N 1.2800 0.3958 0.3950 -0.6080
O 1.3099 -1.3919 -1.6000 -0.9222
S 1.3973 -1.1571 -0.0815 1.4253
H -2.7313 1.6431 -1.2267 0.2197
H 0.0461 -1.8269 1.8741 0.2576
H -0.2924 -2.8230 0.2869 0.2630
H 3.3790 1.1398 0.0315 0.2374
H 2.1889 1.7894 -1.0214 0.2119
H 2.0181 2.1997 0.7751 0.2167
H -2.9224 -1.8950 0.6517 0.3943
```

---

(7)
Entry from the OMol25 dataset: a single C5H7N3S molecule at a distorted geometry (wB97M-V/def2-TZVPD).

Summary:
**Energy**: -757.12005 a.u.
**Largest force on an atom**: 5.0 eV Å⁻¹
**SMILES**: C[C@@H]1Cn2cnnc2S1
**LUMO level**: 0.018 hartree

The geometry in XYZ format:
```
16
Properties=species:S:1:pos:R:3:nbo_charge:R:1
C 1.7270 -0.9562 0.9217 -0.6295
C 1.0583 -0.8132 -0.4069 -0.3027
C 0.4322 0.5730 -0.8552 -0.2011
N -0.7904 0.6539 -0.1373 -0.4095
C -1.8229 1.5664 0.0350 0.1243
N -2.9281 0.9546 0.3583 -0.2602
N -2.6941 -0.3453 0.3705 -0.3118
C -1.4650 -0.5322 0.0499 0.2113
S -0.4095 -1.9732 -0.2318 0.2264
H 2.3302 -1.9266 1.1214 0.2461
H 1.0346 -0.7336 1.6670 0.2251
H 2.4872 -0.0407 0.9919 0.1962
H 1.5382 -1.0641 -1.3410 0.2354
H 1.0729 1.3208 -0.4723 0.2154
H 0.3326 0.6557 -2.0434 0.2133
H -1.9033 2.6607 -0.0278 0.2214
```

---

(8)
Entry from the OMol25 dataset: a gas-phase ion, C5H7N4 (charge -1) at a distorted geometry (wB97M-V/def2-TZVPD).

Summary:
**Energy**: -413.74165 a.u.
**Charge**: -1
**Largest force on an atom**: 3.5 eV Å⁻¹
**LUMO level**: 0.135 hartree

The geometry in XYZ format:
```
16
Properties=species:S:1:pos:R:3:nbo_charge:R:1
C 1.6745 0.0606 -0.2633 0.2317
C -0.6961 1.2400 0.0819 -0.4282
C 0.0841 0.1492 -0.5769 -0.2357
C -0.9173 -0.1946 0.4735 -0.2323
C -2.2039 -0.8704 0.0626 -0.5949
N 2.3979 1.0434 0.2650 -0.4068
N 2.3744 -1.0625 -0.4402 -0.4020
N 3.6035 0.4928 0.4107 -0.1838
N 3.5897 -0.7410 -0.0006 -0.1784
H -0.1611 1.8839 0.7633 0.2327
H -1.4729 1.7424 -0.4823 0.1889
H -0.1339 -0.1164 -1.6036 0.2069
H -0.5425 -0.5081 1.4400 0.2138
H -2.5241 -0.5120 -0.9173 0.1944
H -3.0010 -0.6580 0.7788 0.1913
H -2.0715 -1.9492 0.0083 0.2024
```

---

(9)
Entry from the OMol25 dataset: 2 unconnected molecules or ions with the total composition C5H7N4 at a distorted geometry (wB97M-V/def2-TZVPD).

Summary:
**Energy**: -413.61565 a.u.
**Charge**: -1
**Largest force on an atom**: 3.9 eV Å⁻¹
**LUMO level**: 0.126 hartree

The geometry in XYZ format:
```
16
Properties=species:S:1:pos:R:3:nbo_charge:R:1
C 2.1337 -0.1183 -0.0238 0.3562
C -0.6900 -1.7588 0.2667 -0.5503
C -0.2864 -0.5337 0.0699 0.1129
C -2.4674 0.7604 -0.0505 -0.6056
C -0.9362 0.7695 -0.1633 -0.5086
N 2.5978 1.0888 0.2530 -0.4567
N 3.0372 -1.0368 -0.3077 -0.4494
N 3.9036 0.9063 0.1261 -0.1754
N 4.1629 -0.3419 -0.2042 -0.1752
H -1.7464 -2.0491 0.3076 0.1783
H 0.0060 -2.5709 0.4018 0.2223
H -2.8991 0.0573 -0.7614 0.1958
H -2.7694 0.4659 0.9532 0.1986
H -2.8715 1.7514 -0.2573 0.2006
H -0.5240 1.4896 0.5506 0.2328
H -0.6508 1.1203 -1.1607 0.2236
```

---

(10)
Entry from the OMol25 dataset: 2 unconnected molecules or ions with the total composition C5H7NO at a distorted geometry (wB97M-V/def2-TZVPD).

Summary:
**Energy**: -324.54101 a.u.
**Largest force on an atom**: 2.0 eV Å⁻¹
**SMILES**: C1=NOCC1.C#C
**LUMO level**: 0.035 hartree

The geometry in XYZ format:
```
14
Properties=species:S:1:pos:R:3:nbo_charge:R:1
C -0.1398 0.7680 0.7836 -0.0024
N 0.5597 -0.3020 0.9897 -0.0739
O 0.0882 -1.3292 0.1627 -0.3741
C -1.0775 -0.8572 -0.5038 -0.0978
C -1.2863 0.6717 -0.1810 -0.4926
H 0.2174 1.6275 1.3452 0.2130
H -1.9839 -1.3936 -0.1131 0.1857
H -0.9560 -0.9216 -1.5779 0.1937
H -2.3383 0.8934 0.2393 0.2293
H -1.1477 1.3554 -1.0315 0.2236
C 3.3493 0.3514 -0.6710 -0.2623
C 3.2523 -0.4053 0.2370 -0.1900
H 3.6025 0.9129 -1.4891 0.2174
H 3.5416 -1.0038 1.0570 0.2304
```

---

(11)
Entry from the OMol25 dataset: a single C5H7NO molecule at a distorted geometry (wB97M-V/def2-TZVPD).

Summary:
**Energy**: -324.48552 a.u.
**Largest force on an atom**: 1.2 eV Å⁻¹
**LUMO level**: 0.039 hartree

The geometry in XYZ format:
```
14
Properties=species:S:1:pos:R:3:nbo_charge:R:1
C -1.8833 -0.9886 0.1527 -0.1975
N -1.6845 0.3599 -0.1211 -0.6168
C -0.3905 -0.0685 -0.1287 0.1196
C 0.8110 0.0338 0.8262 0.0276
C 1.8114 -0.1809 -0.3418 -0.4154
C 0.7651 0.8218 -0.7964 0.0447
O 0.8736 1.4756 0.5242 -0.5218
H -2.4633 -1.2293 1.0746 0.1794
H -2.0409 -1.7188 -0.6332 0.1814
H -2.1073 1.1675 0.2602 0.3871
H 0.9003 -0.3073 1.8599 0.1945
H 1.8500 -1.1356 -0.8658 0.2029
H 2.7995 0.2572 -0.1634 0.2152
H 0.7588 1.5134 -1.6475 0.1993
```

---

(12)
Entry from the OMol25 dataset: a molecular structure, C5H7NO at a distorted geometry (wB97M-V/def2-TZVPD).

Summary:
**Energy**: -324.54139 a.u.
**Largest force on an atom**: 2.2 eV Å⁻¹
**LUMO level**: 0.025 hartree

The geometry in XYZ format:
```
14
Properties=species:S:1:pos:R:3:nbo_charge:R:1
C 0.6283 1.5709 0.6146 -0.6236
C 0.1648 0.3371 -0.1214 -0.1523
C -0.0634 0.4405 -1.4516 0.0373
O -0.2811 -0.7078 -2.1015 -0.3934
C -0.4079 -1.7584 -1.3168 0.0774
C 0.0545 -0.9700 0.3977 0.1039
N -0.5336 -1.0077 1.6738 -0.8524
H 0.1796 2.4667 0.1700 0.2159
H 1.7157 1.6530 0.4943 0.2248
H 0.4126 1.5638 1.6847 0.2244
H -0.1163 1.3259 -2.0469 0.1904
H -0.3493 -2.5801 -2.1164 0.1881
H -0.2961 -1.5843 2.4713 0.3887
H -1.4343 -0.5537 1.7779 0.3707
```